(1)
This record from the OMol25 dataset describes a cluster of 2 separate species, C3H8N2 in total at a distorted geometry. The level of theory is the ωB97M-V functional and the def2-TZVPD basis.

Output
Relative energy (zero: lowest compared OMol25 entry of this formula, charge and spin) (kcal/mol): 131.1
Maximum force (eV Å⁻¹): 5.20
SMILES: C#C.CNN
2S+1: 1
E_HOMO (eV): -9.08
Calculated total energy (eV): -6216.16072
Gap between HOMO and LUMO (eV): 9.966

Last column: natural (NBO) charge in e.
Cartesian coordinates (Å):
N  -1.4715  -0.6860  0.5327  -0.4653
N  0.1377  -0.4501  0.4575  -0.6697
C  -2.0576  -0.3874  -0.7628  -0.4357
C  3.3977  1.2260  0.2779  -0.3174
C  2.2493  0.9302  0.0791  -0.3250
H  -3.1433  -0.4770  -0.6907  0.2134
H  -1.7944  0.0147  1.2017  0.3446
H  0.9949  0.7785  0.1704  0.3130
H  0.4008  -0.7854  1.3771  0.3795
H  4.4243  1.4715  0.2542  0.2214
H  -1.7100  -1.1278  -1.4868  0.1911
H  0.3893  -1.1213  -0.2604  0.3714
H  -1.8173  0.6140  -1.1498  0.1787

Forces on the atoms, in the same order (eV/Å):
N 2.163 0.101 0.237
N -5.188 -0.290 0.232
C 0.340 0.204 -0.254
C 0.261 -0.125 -0.462
C -2.494 0.871 0.444
H 0.084 -0.045 0.101
H 0.385 -0.065 -0.189
H 3.380 -0.116 -0.445
H 0.431 -0.280 -0.132
H 0.360 0.032 0.209
H -0.070 0.035 -0.007
H 0.348 -0.194 0.210
H -0.002 -0.127 0.057


(2)
This record from the OMol25 dataset describes a cluster of 2 separate species, C4H13N3O in total at a distorted geometry. The level of theory is the ωB97M-V functional and the def2-TZVPD basis.

Output
Relative energy (zero: lowest compared OMol25 entry of this formula, charge and spin) (kcal/mol): 40.1
Maximum force (eV Å⁻¹): 3.02
SMILES: C[C@@H](N)O.C/N=C/N
2S+1: 1
E_HOMO (eV): -8.76
Calculated total energy (eV): -10875.94073
Gap between HOMO and LUMO (eV): 9.729

Last column: natural (NBO) charge in e.
Cartesian coordinates (Å):
O  1.2421  -1.9382  -0.1661  -0.7673
N  2.2267  0.1503  -0.7951  -0.8479
N  -1.9313  -1.4384  -0.3321  -0.8110
N  -1.2981  0.7343  -0.6024  -0.5237
C  -1.5818  2.1404  -0.5790  -0.4115
C  1.2489  -0.5124  0.0331  0.1394
C  -2.2081  -0.1175  -0.3367  0.2999
C  1.5399  -0.1964  1.4965  -0.6370
H  2.0660  -2.3121  0.1785  0.4633
H  2.5317  -0.5529  1.7863  0.1876
H  -1.4846  2.5476  -1.5864  0.1979
H  1.5089  0.8777  1.6502  0.2195
H  0.2039  0.0121  -0.2726  0.2609
H  -2.5168  -2.0523  0.2075  0.3887
H  -3.1911  0.1646  0.0691  0.1425
H  3.1740  -0.1680  -0.5954  0.3400
H  -0.8540  2.6339  0.0677  0.1980
H  0.7919  -0.6625  2.1326  0.2093
H  2.0468  -0.0273  -1.7759  0.3634
H  -0.9268  -1.6500  -0.3773  0.4235
H  -2.5881  2.3671  -0.2024  0.1644

Forces on the atoms, in the same order (eV/Å):
O -0.560 -0.006 -0.094
N 0.237 -0.004 -0.063
N 0.639 -0.623 -0.236
N -1.039 -0.134 -0.582
C -0.246 0.043 0.106
C -0.650 1.367 -0.053
C 0.405 1.007 1.023
C -0.188 -0.044 -0.357
H -0.198 0.176 -0.034
H 0.077 -0.067 0.049
H 0.025 0.127 0.051
H 0.019 0.129 0.042
H 2.343 -1.817 0.590
H 0.104 0.027 -0.057
H -0.048 -0.001 -0.439
H -0.123 0.056 0.008
H -0.010 0.108 -0.085
H -0.011 -0.090 0.111
H -0.045 0.010 0.026
H -0.709 -0.322 0.008
H -0.022 0.057 -0.016


(3)
This record from the OMol25 dataset describes the ion C3H6NO2 with charge -1 at a distorted geometry. The level of theory is the ωB97M-V functional and the def2-TZVPD basis.

Output
Relative energy (zero: lowest compared OMol25 entry of this formula, charge and spin) (kcal/mol): 33.3
Maximum force (eV Å⁻¹): 3.72
SMILES: NCCC(=O)[O-]
Charge: -1
2S+1: 1
E_HOMO (eV): -3.90
Calculated total energy (eV): -8793.77405
Gap between HOMO and LUMO (eV): 8.108

Last column: natural (NBO) charge in e.
Cartesian coordinates (Å):
O  -2.1564  0.3810  1.1221  -0.7656
O  -2.8532  -0.9961  -0.5787  -0.7863
N  2.0829  0.0190  0.1613  -0.8850
C  0.4863  0.2097  0.4802  -0.1909
C  -2.0662  -0.2723  0.0829  0.8070
C  -0.5291  -0.2929  -0.5402  -0.5835
H  -0.2554  -1.2855  -0.9079  0.1956
H  2.6027  0.7966  0.5941  0.3258
H  0.3950  1.2373  0.4883  0.1672
H  0.6719  -0.2216  1.4664  0.2001
H  -0.5485  0.2186  -1.5608  0.1910
H  2.1700  0.2062  -0.8078  0.3247

Forces on the atoms, in the same order (eV/Å):
O -0.674 0.346 0.336
O 0.144 0.920 0.711
N -1.477 0.115 0.130
C 3.503 -1.043 -0.683
C 1.643 -1.463 -1.513
C -0.216 -0.627 -0.537
H -0.333 -0.432 0.561
H -0.596 -0.364 0.004
H -0.556 2.209 0.801
H -1.964 -0.066 -0.014
H 0.227 0.312 1.528
H 0.300 0.092 -1.324


(4)
This record from the OMol25 dataset describes a cluster of 2 separate species, C9H14OS in total at a distorted geometry. The level of theory is the ωB97M-V functional and the def2-TZVPD basis.

Output
Relative energy (zero: lowest compared OMol25 entry of this formula, charge and spin) (kcal/mol): 26.4
Maximum force (eV Å⁻¹): 2.98
SMILES: Cc1ccc(O)cc1.CCS
2S+1: 1
E_HOMO (eV): -8.48
Calculated total energy (eV): -22441.50308
Gap between HOMO and LUMO (eV): 9.308

Last column: natural (NBO) charge in e.
Cartesian coordinates (Å):
S  -1.9193  0.0314  -3.1192  -0.0716
O  1.6174  -2.3152  1.0741  -0.6671
C  -0.4303  -1.0352  -2.8510  -0.4788
C  -0.8698  -2.0272  -1.8027  -0.6545
C  0.2424  1.5509  1.3299  -0.0418
C  -0.2488  -0.7505  1.0705  -0.2883
C  -0.3332  2.9019  1.5832  -0.6334
C  -0.7209  0.5286  1.2209  -0.1824
C  1.1298  -1.0220  1.3030  0.2630
C  1.6147  1.3308  1.4800  -0.1889
C  2.0576  0.0070  1.4215  -0.2542
H  -0.3338  -1.6820  -0.9063  0.2405
H  0.8357  -2.8081  1.4666  0.4718
H  -0.9488  -1.5886  1.1136  0.2100
H  2.2697  2.1791  1.6662  0.2170
H  0.3407  -0.3629  -2.5163  0.2112
H  0.4354  3.6503  1.8073  0.2128
H  3.1260  -0.2234  1.4793  0.2265
H  -0.1196  -1.4963  -3.7487  0.2099
H  -1.3144  0.9348  -3.9149  0.1126
H  -1.8317  -1.8109  -1.3290  0.2108
H  -0.7910  3.3632  0.6984  0.2171
H  -1.1786  2.9140  2.2748  0.2183
H  -1.7570  0.7891  1.2147  0.2177
H  -0.8722  -3.0587  -2.0160  0.2217

Forces on the atoms, in the same order (eV/Å):
S 0.582 0.027 -0.478
O -2.406 0.002 1.754
C -1.620 0.786 0.180
C 0.047 1.921 2.243
C -0.766 0.612 1.157
C 0.461 -0.896 2.048
C -0.118 1.590 -0.974
C 2.087 0.251 -0.594
C 0.337 0.492 -2.078
C -1.195 -0.746 -0.373
C 0.282 0.025 0.193
H 0.695 -1.338 -0.357
H 1.715 -0.122 -0.946
H 0.171 0.120 -0.386
H -0.003 -0.290 -0.138
H 0.386 -0.041 0.285
H -0.167 -0.244 0.615
H -0.447 -0.074 0.066
H 0.190 -0.453 -1.061
H -0.210 -0.017 0.051
H -0.649 0.068 -0.912
H 0.043 -0.427 -0.341
H 0.485 -0.097 0.450
H -0.476 -0.049 -0.082
H 0.576 -1.098 -0.322


Which of these has the lowest maximum force?
C9H14OS


What is the formula in the fourth record?
C9H14OS


Please write out number 1 again, unchanged.
This record from the OMol25 dataset describes a cluster of 2 separate species, C3H8N2 in total at a distorted geometry. The level of theory is the ωB97M-V functional and the def2-TZVPD basis.

Output
Relative energy (zero: lowest compared OMol25 entry of this formula, charge and spin) (kcal/mol): 131.1
Maximum force (eV Å⁻¹): 5.20
SMILES: C#C.CNN
2S+1: 1
E_HOMO (eV): -9.08
Calculated total energy (eV): -6216.16072
Gap between HOMO and LUMO (eV): 9.966

Last column: natural (NBO) charge in e.
Cartesian coordinates (Å):
N  -1.4715  -0.6860  0.5327  -0.4653
N  0.1377  -0.4501  0.4575  -0.6697
C  -2.0576  -0.3874  -0.7628  -0.4357
C  3.3977  1.2260  0.2779  -0.3174
C  2.2493  0.9302  0.0791  -0.3250
H  -3.1433  -0.4770  -0.6907  0.2134
H  -1.7944  0.0147  1.2017  0.3446
H  0.9949  0.7785  0.1704  0.3130
H  0.4008  -0.7854  1.3771  0.3795
H  4.4243  1.4715  0.2542  0.2214
H  -1.7100  -1.1278  -1.4868  0.1911
H  0.3893  -1.1213  -0.2604  0.3714
H  -1.8173  0.6140  -1.1498  0.1787

Forces on the atoms, in the same order (eV/Å):
N 2.163 0.101 0.237
N -5.188 -0.290 0.232
C 0.340 0.204 -0.254
C 0.261 -0.125 -0.462
C -2.494 0.871 0.444
H 0.084 -0.045 0.101
H 0.385 -0.065 -0.189
H 3.380 -0.116 -0.445
H 0.431 -0.280 -0.132
H 0.360 0.032 0.209
H -0.070 0.035 -0.007
H 0.348 -0.194 0.210
H -0.002 -0.127 0.057